(1)
A 11-piece molecular cluster, C33H76IN3O12S11 overall in a non-equilibrium geometry, computed with ωB97M-V/def2-TZVPD.

Structure (XYZ):
```
136
Properties=species:S:1:pos:R:3:mulliken_charge:R:1
N 4.74713 -7.16405 -4.67728 -0.643
C 5.76542 -6.05714 -4.85654 -0.395
C 5.32010 -4.90023 -5.95450 -0.461
C 3.68084 -4.73727 -5.99410 -0.309
C 3.24329 -4.12395 -4.50293 -0.361
C 1.66476 -3.67946 -4.42297 0.896
C 0.44098 -4.37674 -5.32492 -0.428
C -1.11700 -3.86350 -5.22856 0.688
C -2.38974 -4.45824 -6.08212 -0.716
C -2.34615 -6.10502 -6.03474 -0.353
O -2.67512 -6.47277 -4.61735 -0.287
C -1.61734 -7.32467 -4.05009 0.165
O -0.81816 -6.80944 -3.10710 -0.422
C -1.45355 -2.61144 -4.19061 0.004
N -2.75092 -1.88981 -3.90005 -0.561
S -2.36853 -0.62355 -2.70780 0.133
N -0.65743 -0.78047 -2.36396 -0.437
C -0.27547 -1.92700 -3.27886 0.576
C 1.28827 -2.44463 -3.35991 -1.156
I 2.80089 -1.47150 -2.05345 0.193
H 4.03420 -6.93185 -3.95141 0.321
H 4.31771 -7.46628 -5.57965 0.252
H 6.77761 -6.55889 -5.19676 0.287
H 6.00131 -5.49935 -3.83723 0.148
H 5.72022 -5.14560 -7.04994 0.322
H 5.87528 -3.88726 -5.65535 0.167
H 3.44805 -3.87691 -6.76441 0.193
H 3.10046 -5.71717 -6.27384 0.275
H 3.54748 -4.83219 -3.61743 0.301
H 3.91131 -3.14544 -4.37557 0.071
H 0.69518 -5.24488 -6.08260 -0.025
H -2.44788 -4.03488 -7.19382 0.341
H -3.41674 -4.11832 -5.57793 0.297
H -3.19404 -6.57470 -6.70276 0.295
H -1.27445 -6.51606 -6.27942 0.255
H -1.46659 -8.45227 -4.35226 0.329
C 3.50404 1.22511 -6.22183 -1.142
S 2.49437 -0.23412 -5.86964 0.802
O 3.42025 -1.40954 -5.76976 -0.611
C 1.69639 -0.30572 -7.49137 -1.060
H 4.12374 1.43760 -5.34747 0.318
H 4.14777 1.03593 -7.08415 0.340
H 2.85365 2.08072 -6.41930 0.384
H 2.45075 -0.40137 -8.27577 0.360
H 1.10447 0.59904 -7.64784 0.420
H 1.03716 -1.17682 -7.51515 0.238
C 5.17653 1.40215 0.12973 -0.628
S 3.93495 2.29534 -0.83644 0.582
O 4.61658 2.83348 -2.05899 -0.671
C 3.74233 3.66636 0.32765 -0.627
H 5.47822 0.51348 -0.42968 -0.011
H 6.04927 2.03780 0.29718 0.363
H 4.74528 1.09687 1.08624 0.341
H 4.70275 4.16338 0.48273 0.286
H 3.35745 3.28813 1.27753 0.193
H 3.02922 4.37994 -0.09216 0.259
C -2.78667 -3.60461 -0.01906 -0.723
S -3.62914 -2.39186 1.02606 0.537
O -2.62219 -1.86137 2.00252 -0.629
C -4.66263 -3.58798 1.90531 -0.835
H -2.05440 -3.08047 -0.63772 0.070
H -2.27342 -4.34231 0.60234 0.360
H -3.51579 -4.09985 -0.66498 0.354
H -4.03453 -4.32642 2.40897 0.288
H -5.33106 -4.08362 1.19750 0.369
H -5.25758 -3.05174 2.64858 0.203
C 0.52560 4.40242 3.29168 -0.853
S 1.72589 3.39018 4.19029 0.452
O 2.76420 2.94159 3.20564 -0.652
C 0.61293 1.99442 4.48193 -0.971
H 1.01820 5.32423 2.97342 0.211
H 0.16437 3.86321 2.41274 0.351
H -0.31044 4.64936 3.95056 0.362
H 0.24661 1.60264 3.53020 0.289
H -0.22572 2.31897 5.10226 0.375
H 1.16773 1.21226 5.00575 0.335
C 1.99438 6.39816 -3.41078 -0.881
S 1.71720 5.00608 -4.53242 0.587
O 0.67781 5.42881 -5.52732 -0.658
C 0.90509 3.94318 -3.31479 -0.605
H 2.46579 7.20798 -3.97262 0.334
H 1.04215 6.74669 -3.00390 0.300
H 2.65809 6.08789 -2.60004 0.249
H 0.01957 4.44193 -2.91405 0.374
H 1.60375 3.71216 -2.50735 0.002
H 0.60554 3.01588 -3.80911 0.295
C -7.33430 -1.12036 6.23178 -0.818
S -6.30018 -0.40759 4.92972 0.612
O -6.78061 -0.95840 3.62028 -0.660
C -4.79294 -1.30221 5.37669 -0.972
H -8.34794 -0.72714 6.12416 0.337
H -7.35668 -2.20875 6.13860 0.393
H -6.93895 -0.83528 7.20979 0.184
H -4.97093 -2.37930 5.33564 0.296
H -4.47966 -1.01133 6.38203 0.376
H -4.00844 -1.03763 4.66358 0.298
C 8.19602 -2.90931 -0.84115 -1.074
S 6.90729 -2.08312 -1.80519 0.569
O 6.52395 -3.00224 -2.92641 -0.544
C 7.98159 -0.80157 -2.49469 -1.053
H 7.75571 -3.77776 -0.34555 0.320
H 9.00300 -3.23918 -1.49974 0.332
H 8.58495 -2.22196 -0.08593 0.366
H 8.80143 -1.26050 -3.05212 0.398
H 8.37733 -0.18237 -1.68634 0.384
H 7.38926 -0.17879 -3.16941 0.300
C -8.27965 1.41094 11.04429 -0.975
S -7.54761 -0.01290 10.20192 0.445
O -7.19048 0.42056 8.81144 -0.570
C -9.07598 -0.97464 10.09688 -0.952
H -7.50437 2.16805 11.18361 0.318
H -9.08858 1.82843 10.44004 0.306
H -8.66121 1.10177 12.02045 0.391
H -9.83592 -0.41120 9.55053 0.298
H -9.43176 -1.20680 11.10336 0.401
H -8.86391 -1.90555 9.56546 0.315
C 3.89643 7.82905 2.25155 -0.979
S 3.50788 6.93567 3.77592 0.680
O 2.10860 7.30382 4.17002 -0.629
C 4.63619 7.87237 4.83488 -1.047
H 3.27171 7.43218 1.44786 0.249
H 3.68913 8.89426 2.37848 0.377
H 4.94866 7.67890 1.99788 0.356
H 4.38343 8.93474 4.80376 0.316
H 5.66429 7.72087 4.49796 0.356
H 4.53451 7.50607 5.85931 0.328
C -8.15498 4.37771 3.89310 -0.942
S -8.38658 3.70100 5.55480 0.610
O -9.40695 4.55212 6.24998 -0.672
C -6.75900 4.18113 6.18119 -0.899
H -9.07476 4.22304 3.32410 0.306
H -7.94087 5.44757 3.95085 0.315
H -7.33242 3.85638 3.39742 0.330
H -6.63056 5.26290 6.09902 0.363
H -5.98168 3.66627 5.61184 0.308
H -6.69135 3.88743 7.23149 0.275
```

## Properties
Kohn-Sham gap = 6.51 eV
LUMO energy = -1.14 eV
E = -7047.0916 Eh
spin multiplicity = 1

***

(2)
A 15-piece molecular cluster, C30H90O30 overall in a non-equilibrium geometry, computed with ωB97M-V/def2-TZVPD.

Structure (XYZ):
```
150
Properties=species:S:1:pos:R:3:mulliken_charge:R:1
C -2.97401 1.72596 -2.87206 -0.648
C -3.09710 0.12419 -3.09760 -0.464
O -1.83545 -0.49411 -3.13186 -0.049
O -2.34765 1.98144 -1.67174 -0.517
H -3.91841 2.26266 -2.96239 0.534
H -2.48862 2.22652 -3.70988 0.291
H -3.46379 -0.05690 -4.10797 0.634
H -3.61670 -0.41110 -2.30287 -0.082
H -1.46657 -0.50099 -2.24558 0.355
H -1.76613 1.25048 -1.45010 -0.085
C 4.97969 2.17116 0.96498 0.319
C 4.65814 3.05682 -0.26807 -0.487
O 3.25597 3.51901 -0.28163 -0.194
O 5.28042 3.02116 2.03020 -0.685
H 5.80976 1.48694 0.78914 0.340
H 4.02844 1.68287 1.17667 -0.289
H 4.68751 2.42205 -1.15368 0.165
H 5.36576 3.87886 -0.37583 0.358
H 3.18198 4.31846 0.24468 0.048
H 4.49220 3.51456 2.26866 0.418
C -0.62147 -3.30843 0.95633 1.388
C -0.29047 -3.32154 -0.53164 -0.358
O 0.70680 -2.37655 -0.76995 -0.269
O 0.43060 -3.92329 1.68653 -0.647
H -1.49293 -3.96027 1.01775 -0.247
H -0.93156 -2.32356 1.30557 -0.679
H -1.10768 -3.04624 -1.19832 -0.109
H 0.20496 -4.24586 -0.82878 0.539
H 1.53316 -2.72619 -0.42867 0.102
H 0.96730 -3.26638 2.13599 0.071
C -0.16702 5.20311 -0.46101 0.558
C 0.57202 5.30968 -1.83488 -0.069
O -0.08973 5.86465 -2.91139 -0.617
O -0.61932 6.54883 -0.07662 -0.651
H 0.38857 4.56532 0.22648 -0.480
H -1.07773 4.64039 -0.66603 0.263
H 0.65737 4.26515 -2.13450 -0.008
H 1.58451 5.71160 -1.87271 0.326
H 0.39771 5.70476 -3.72283 0.339
H -1.08618 6.83532 -0.86501 0.377
C -4.75615 2.56050 2.29258 -0.541
C -4.55454 2.74980 0.80852 0.172
O -5.40650 3.85546 0.49785 -0.587
O -4.03941 1.50573 2.84609 -0.411
H -5.78948 2.21856 2.35101 0.375
H -4.67049 3.48629 2.86150 0.365
H -4.63255 1.98902 0.03185 0.358
H -3.51537 3.06567 0.71657 -0.247
H -5.91583 3.58336 -0.26906 0.351
H -4.35790 0.69473 2.44304 0.115
C 1.84471 0.40396 -4.02581 0.274
C 1.39905 -0.57429 -5.09904 0.079
O 2.09134 -1.82901 -4.99783 -0.544
O 1.37387 1.76192 -4.07996 -0.381
H 2.90980 0.29559 -3.82100 0.286
H 1.38023 0.02861 -3.11397 -0.437
H 1.45777 -0.19461 -6.11908 0.306
H 0.34169 -0.73707 -4.89029 -0.115
H 1.50963 -2.46722 -5.41724 0.322
H 1.81188 2.17774 -4.82618 0.232
C -1.32981 3.88844 3.29776 0.419
C -1.18461 2.51831 3.89949 0.205
O -2.11628 2.32880 4.92097 -0.685
O -0.91203 5.03237 4.07164 -0.630
H -2.34661 4.19898 3.05734 0.260
H -0.83046 3.84178 2.32999 -0.257
H -0.19087 2.41344 4.33491 0.416
H -1.28634 1.79480 3.09062 -0.541
H -2.96330 2.30391 4.46982 0.439
H -1.28288 5.81207 3.65194 0.374
C 1.16895 -1.45310 4.29387 -0.794
C -0.36172 -1.11152 4.44203 0.573
O -1.18021 -2.24216 4.28212 -0.420
O 1.38378 -1.37104 2.88441 0.170
H 1.37484 -2.45615 4.66749 0.398
H 1.78789 -0.73550 4.83245 0.483
H -0.54980 -0.32135 3.71514 -0.670
H -0.38976 -0.76836 5.47623 0.396
H -0.94763 -2.86452 4.97506 0.349
H 1.47117 -0.47758 2.54430 -0.153
C 5.02893 -3.39245 1.94226 -0.431
C 3.67730 -3.73342 1.41058 -0.491
O 3.03668 -2.53773 0.88994 -0.043
O 4.80547 -2.87047 3.24118 -0.560
H 5.61153 -2.61063 1.45499 0.318
H 5.60575 -4.30749 2.07679 0.273
H 3.07465 -4.23345 2.16880 0.230
H 3.76349 -4.36538 0.52666 0.370
H 2.91279 -1.98637 1.66599 0.033
H 5.43187 -2.18157 3.47493 0.331
C -3.30467 -6.10246 -0.36834 -0.201
C -2.97668 -7.45374 -1.03881 -0.726
O -3.56011 -7.56314 -2.36396 -0.481
O -3.00133 -5.00539 -1.21773 -0.453
H -2.84663 -5.88090 0.59562 0.333
H -4.37721 -6.00942 -0.19774 0.225
H -3.32914 -8.30750 -0.46002 0.504
H -1.89148 -7.50934 -1.12439 0.279
H -3.73242 -8.50687 -2.39975 0.308
H -3.03237 -5.33469 -2.11895 0.003
C -4.39003 -2.71386 -4.08411 0.375
C -4.76667 -4.21054 -4.18676 0.291
O -4.80485 -4.74044 -5.48135 -0.559
O -3.11102 -2.52111 -4.68086 -0.630
H -4.44912 -2.36873 -3.05189 -0.163
H -5.14136 -2.07798 -4.55237 0.305
H -5.75836 -4.33355 -3.75143 0.319
H -4.14077 -4.78659 -3.50521 -0.431
H -4.07733 -5.36483 -5.53095 0.348
H -2.69183 -1.76095 -4.27092 0.311
C -0.42838 0.45183 0.62103 0.444
C 0.86881 1.34554 0.59861 0.190
O 1.38031 1.58591 1.90952 -0.022
O -0.83158 -0.18576 -0.54251 1.665
H -1.26854 1.10640 0.85291 -0.095
H -0.28624 -0.17641 1.50035 -0.995
H 0.52641 2.26986 0.13330 -0.429
H 1.61029 0.99483 -0.11925 0.328
H 2.02668 2.28052 1.76349 -0.289
H -0.23272 -0.92638 -0.66275 -0.756
C -4.53489 -2.72717 0.70262 -0.512
C -4.15714 -1.42307 1.36025 0.006
O -4.00587 -1.48235 2.75785 -0.685
O -4.30737 -2.70700 -0.71482 -0.363
H -5.53687 -3.09608 0.92178 0.274
H -3.85536 -3.46338 1.13195 0.141
H -4.91862 -0.72570 1.01107 0.548
H -3.18792 -1.08981 0.98924 -0.029
H -3.18696 -1.89800 3.03755 0.323
H -3.77769 -3.49498 -0.85665 0.282
C 3.04504 6.12162 2.50298 -1.139
C 2.22025 4.96875 3.09679 0.565
O 3.02894 3.83062 3.17180 -0.561
O 2.98630 6.08825 1.09934 -0.518
H 4.09551 6.23726 2.76985 0.316
H 2.58941 7.05426 2.83565 0.508
H 1.27192 4.84830 2.57310 -0.355
H 2.01756 5.28318 4.12058 0.510
H 2.92451 3.39889 4.02286 0.255
H 2.52755 6.91732 0.94510 0.318
C 7.07947 -0.62276 -3.00217 -0.463
C 6.06564 -0.89247 -1.84949 0.300
O 6.70233 -1.38546 -0.73444 -0.528
O 7.50287 -1.87895 -3.57741 -0.520
H 7.96388 -0.06390 -2.69623 0.276
H 6.54978 -0.12941 -3.81711 0.332
H 5.07378 -1.32227 -1.98945 0.322
H 5.72479 0.09255 -1.53064 -0.339
H 6.67403 -2.33986 -0.83405 0.322
H 7.97462 -2.31055 -2.86132 0.293
```

## Properties
Kohn-Sham gap = 9.81 eV
LUMO energy = 0.28 eV
E = -3453.8554 Eh
energy above the lowest of the compared OMol25 structures with the same formula, charge and spin = 475.0 kJ/mol
spin multiplicity = 1

***

(3)
A 8-piece molecular cluster, H16O8 overall, computed with ωB97M-V/def2-TZVPD.

Structure (XYZ):
```
24
Properties=species:S:1:pos:R:3:nbo_charge:R:1
O -13.81155 21.98761 -9.05199 -0.937
H -13.14584 21.35096 -9.31227 0.468
H -14.48872 21.91536 -9.72464 0.469
O -12.18393 20.26972 -13.82861 -0.946
H -11.44009 19.67225 -13.90583 0.473
H -11.81341 21.13679 -13.99333 0.472
O -15.09213 19.51660 -17.61319 -0.936
H -15.96791 19.88772 -17.50584 0.465
H -14.67420 19.63724 -16.76054 0.471
O -8.25538 17.43556 -14.67177 -0.939
H -7.51015 17.17642 -15.21372 0.469
H -8.36849 16.71076 -14.05686 0.470
O -9.90129 24.89880 -14.01955 -0.939
H -9.56339 25.00515 -13.13031 0.469
H -9.20648 25.23988 -14.58269 0.470
O -17.50748 16.29345 -13.49583 -0.934
H -17.01193 16.92586 -14.01613 0.468
H -18.39813 16.34241 -13.84310 0.467
O -14.58179 26.81218 -13.91853 -0.936
H -14.55240 27.47874 -13.23218 0.466
H -13.75569 26.33732 -13.82742 0.470
O -12.27740 14.59087 -11.47470 -0.935
H -12.37690 15.46118 -11.08884 0.467
H -12.66575 13.99749 -10.83180 0.468
```

## Properties
Kohn-Sham gap = 11.82 eV
LUMO energy = 0.34 eV
E = -611.4753 Eh
energy above the lowest of the compared OMol25 structures with the same formula, charge and spin = 281.9 kJ/mol
spin multiplicity = 1